ORCA calculation (ωB97M-V with the def2-TZVPD basis set) on a structure of composition C27H43BrN2P2Pt.

Values from the calculation:
HOMO-LUMO gap (spin up / spin down) = 5.013 / 4.399 eV
E = -4538.25348 a.u.
⟨S²⟩ = 6.051
ΔE to the lowest compared entry with this formula, charge and spin = 638.39 kJ/mol
HOMO (spin up / spin down) = -0.6522 / -0.7184 Eh
lowest unoccupied orbital energy (spin up / spin down) = -12.735 / -15.150 eV

Geometry as ORCA input:
```
! wB97M-V def2-TZVPD RIJCOSX def2/J DEFGRID3
* xyz 4 5
N -1.22353 -6.22752 -0.87698
C -0.00824 -6.07989 -0.35858
C 0.57486 -4.81286 -0.14990
C -0.21504 -3.65783 -0.35346
C -1.43748 -3.84014 -0.99863
C -1.92879 -5.14953 -1.18956
C 0.14737 -2.34923 0.33296
Pt -0.30603 -0.51018 -0.35720
P 0.18347 2.03468 1.39606
C -0.81427 -1.68437 1.25978
C -0.45515 -1.12337 2.63736
C -1.30454 -0.28674 3.40990
C -0.73243 0.67268 4.24077
C 0.63181 0.52202 4.72573
C 1.15340 -0.83773 4.41890
C 0.78404 -1.46717 3.23469
Br 2.38865 1.46785 4.38559
H 1.18153 -2.28149 0.62697
H -1.81281 -2.15833 1.23261
H 1.56721 -4.74967 0.28568
H -2.02760 -2.99082 -1.30984
H 0.52593 -6.99587 -0.08765
H -2.92922 -5.28021 -1.59394
H -2.39630 -0.45156 3.35573
H 1.36058 -2.29966 2.80654
H -1.35520 1.50188 4.57592
H 1.97757 -1.22034 5.01414
P -0.32514 -0.31009 -2.62725
C 0.02844 3.27490 2.72024
C -0.92926 4.38237 2.93783
H 0.85615 3.31274 3.43742
H 0.74610 1.17247 5.59587
H -0.93377 4.62241 4.02976
H -0.48890 5.28144 2.42942
H -1.99619 4.29958 2.61964
C -1.63157 2.13598 1.01569
C -2.13974 3.38722 0.31170
H -2.12408 1.96320 1.97528
H -1.78262 1.22018 0.42405
H -3.20986 3.21456 0.14099
H -2.01560 4.32856 0.86458
H -1.68645 3.48895 -0.67438
C 0.98242 3.57873 0.50667
C 2.18095 4.22719 1.20556
H 0.12438 4.26246 0.44163
H 1.21587 3.24476 -0.50735
H 2.51601 5.07486 0.58956
H 1.91284 4.60321 2.20828
H 3.00990 3.51338 1.29805
C 1.30935 0.21291 -3.28600
C 1.30208 0.91099 -4.63699
H 1.90600 -0.70687 -3.31968
H 1.75296 0.84098 -2.50334
H 1.19027 0.23455 -5.48848
H 0.52747 1.67369 -4.69206
H 2.24328 1.44398 -4.79628
C -1.79667 0.70893 -2.85886
C -2.99775 -0.05090 -2.28852
H -1.94479 0.94913 -3.91325
H -1.62755 1.64820 -2.32486
H -3.39072 -0.82168 -2.96735
H -2.74698 -0.53723 -1.32851
H -3.83338 0.62342 -2.06747
C -0.63943 -1.66105 -3.88230
C 0.35347 -2.81977 -3.92755
H -0.63653 -1.15615 -4.86498
H -1.66100 -2.03999 -3.75057
H 0.11608 -3.45076 -4.80169
H 1.39431 -2.47994 -4.02151
H 0.26627 -3.44476 -3.02553
C 3.95222 -0.86618 0.59471
C 2.69011 -0.22394 0.43858
N 1.59144 0.09057 0.19094
H 3.83252 -1.95120 0.62074
H 4.39764 -0.53367 1.54647
H 4.60965 -0.61692 -0.25251
*
```